Entry A
Density functional theory data (ωB97M-V/def2-TZVPD) for an isolated molecule of C3H4ClFO.

Results
HOMO energy, Ha: -0.379
Structure (SMILES): O=C[C@H](Cl)CF
E_LUMO, hartree: 0.0278

Each line ends with the Mulliken charge.
Geometry (Å):
O (1.8574, -1.3056, 0.1222)  -0.443
C (0.8314, -0.8831, -0.2982)  -0.085
C (-0.1964, -0.2005, 0.5769)  0.306
Cl (-1.7735, -0.2865, -0.1550)  -0.179
C (0.3305, 1.1832, 0.5407)  -0.508
F (0.9578, 1.4242, -0.6417)  -0.269
H (0.4145, -0.9640, -1.3697)  0.289
H (-0.1894, -0.4502, 1.7166)  0.287
H (1.1079, 1.3659, 1.2910)  0.287
H (-0.4569, 1.9474, 0.8785)  0.315

***

Entry B
Density functional theory data (ωB97M-V/def2-TZVPD) for an isolated molecule of C3H4ClFO.

Results
HOMO energy, Ha: -0.376
Structure (SMILES): C[C@@](F)(Cl)C=O
E_LUMO, hartree: 0.0222

Each line ends with the Mulliken charge.
Geometry (Å):
C (0.7699, 0.8446, 0.4642)  -1.087
C (-0.0376, -0.4634, 0.3151)  0.713
F (0.8092, -1.4599, 0.3342)  -0.226
Cl (-1.4209, -0.5945, 1.4884)  -0.184
C (-0.7711, -0.5499, -1.1079)  -0.090
O (-1.0264, 0.4136, -1.7590)  -0.421
H (0.1213, 1.7716, 0.3987)  0.292
H (1.5567, 0.7870, -0.2983)  0.318
H (1.1468, 0.8396, 1.5030)  0.353
H (-1.1479, -1.5887, -1.3382)  0.332

***

Most stable pick: entry B. Distance to second place: 13.5 kcal/mol.

***

Entry A
Density functional theory data (ωB97M-V/def2-TZVPD) for an isolated molecule of C3H4ClFO.

Results
HOMO energy, Ha: -0.382
Structure (SMILES): O[C@@H]1C[C@]1(F)Cl
E_LUMO, hartree: 0.0226

Each line ends with the Mulliken charge.
Geometry (Å):
O (-0.7529, -1.0805, 1.5901)  -0.492
C (-0.4845, -1.1907, 0.1616)  -0.037
C (1.0115, -1.1188, -0.2141)  -0.662
C (0.0618, 0.0178, -0.5030)  0.525
F (-0.2673, 0.2158, -1.8115)  -0.250
Cl (0.2379, 1.5835, 0.3466)  -0.182
H (-1.1425, -1.9328, 1.9531)  0.315
H (-1.1274, -1.7928, -0.5681)  0.283
H (1.4437, -1.7475, -1.0356)  0.241
H (1.6787, -0.9951, 0.6738)  0.259

***

Entry B
Density functional theory data (ωB97M-V/def2-TZVPD) for a structure of composition C3H4ClFO.

Results
HOMO energy, Ha: -0.339
E_LUMO, hartree: 0.0202

Each line ends with the Mulliken charge.
Geometry (Å):
C (-0.7525, 0.1453, 0.3783)  -0.272
C (0.6445, -0.3511, 0.2377)  -0.185
C (1.2596, -0.0423, -0.9531)  0.353
H (-2.0655, -0.0678, 1.6618)  0.321
H (-1.1301, -0.0071, -0.7623)  0.137
H (-0.8806, 1.5327, 0.4727)  0.210
H (1.3432, -0.7632, 1.1188)  0.259
O (-1.3503, -0.5912, 1.4356)  -0.452
F (2.3963, -0.6198, -1.2158)  -0.212
Cl (0.5354, 0.7645, -2.3736)  -0.159

***

Entry C
Density functional theory data (ωB97M-V/def2-TZVPD) for an isolated molecule of C3H4ClFO.

Results
HOMO energy, Ha: -0.378
Structure (SMILES): O=C[C@H](Cl)CF
E_LUMO, hartree: 0.0042

Each line ends with the Mulliken charge.
Geometry (Å):
O (1.8739, -1.0012, -0.3097)  -0.453
C (0.6138, -1.2085, -0.4376)  0.113
C (-0.4485, -0.2607, 0.3428)  -0.096
Cl (-2.0779, -0.3832, -0.5392)  -0.178
C (0.0492, 1.2585, 0.1510)  -0.374
F (0.6704, 1.0657, -1.1179)  -0.284
H (-0.0338, -2.2934, -0.7075)  0.239
H (-0.4848, -0.6107, 1.3424)  0.396
H (0.7174, 1.5349, 0.8367)  0.331
H (-0.8797, 1.8986, 0.4389)  0.306

***

Most stable pick: entry A. Distance to second place: 28.0 kcal/mol.